Here is 5 unconnected molecules or ions with the total composition C33H53F4N5O6S2 in a non-equilibrium geometry from the Open Molecules 2025 dataset. Energies are from ωB97M-V with the def2-TZVPD basis set.

net charge: 0
spin multiplicity: 1
SMILES: CCO[C@]1(CCCSC(=S)N2CCOCC2)OC(=O)O[C@]1(COC(F)(F)F)[C@H](C)F.CCCC#N.CCCC#N.CCCC#N.CCCC#N
E_tot: -3210.21350 a.u.

```
103
C33H53F4N5O6S2 | the Open Molecules 2025 dataset | ωB97M-V with the def2-TZVPD basis set
C 4.352 -2.855 0.674
C 4.657 -1.366 0.708
O 4.484 -0.706 -0.536
C 3.257 -0.101 -0.758
C 2.198 -1.140 -1.160
C 1.215 -0.799 -2.273
C 0.112 0.152 -1.814
S -1.429 -0.186 -2.724
C -2.678 0.191 -1.515
S -3.840 1.270 -1.853
N -2.523 -0.555 -0.345
C -3.000 -1.953 -0.474
C -4.236 -2.286 0.344
O -4.222 -1.703 1.641
C -4.237 -0.292 1.461
C -2.904 0.125 0.895
O 3.521 0.724 -1.911
C 2.980 1.932 -1.790
O 3.062 2.824 -2.563
O 2.265 1.978 -0.623
C 2.834 1.004 0.252
C 1.791 0.569 1.254
O 1.716 1.529 2.330
C 0.825 1.216 3.288
F 1.148 0.065 3.921
F -0.435 1.072 2.814
F 0.818 2.215 4.200
C 4.015 1.708 1.000
C 3.799 3.194 1.216
F 5.193 1.590 0.277
H 3.297 -3.034 0.530
H 4.647 -3.266 1.636
H 4.940 -3.333 -0.102
H 4.112 -0.897 1.527
H 5.710 -1.262 0.948
H 2.773 -1.999 -1.483
H 1.627 -1.477 -0.303
H 0.712 -1.733 -2.513
H 1.679 -0.475 -3.195
H 0.357 1.184 -2.019
H -0.110 -0.024 -0.767
H -2.173 -2.625 -0.259
H -3.258 -2.133 -1.513
H -5.147 -1.984 -0.165
H -4.269 -3.363 0.470
H -4.347 0.139 2.452
H -5.081 0.021 0.849
H -2.913 1.198 0.746
H -2.139 -0.079 1.646
H 1.979 -0.413 1.667
H 0.821 0.523 0.772
H 4.166 1.193 1.946
H 4.071 3.717 0.310
H 4.457 3.496 2.024
H 2.789 3.422 1.515
C -9.064 1.119 -3.967
C -9.205 1.512 -2.501
C -7.866 1.516 -1.755
C -7.250 0.189 -1.767
N -6.788 -0.859 -1.790
H -8.682 0.103 -4.071
H -10.032 1.158 -4.467
H -8.385 1.793 -4.491
H -9.894 0.826 -2.005
H -9.642 2.510 -2.433
H -8.006 1.817 -0.716
H -7.171 2.219 -2.216
C 2.212 3.795 -6.133
C 2.378 3.038 -7.446
C 1.148 2.196 -7.809
C 0.883 1.187 -6.781
N 0.677 0.417 -5.960
H 2.085 3.115 -5.290
H 3.093 4.402 -5.928
H 1.346 4.459 -6.171
H 3.254 2.391 -7.384
H 2.562 3.748 -8.255
H 1.299 1.683 -8.759
H 0.266 2.830 -7.906
C -2.267 -1.908 3.373
C -2.415 -2.987 2.309
C -1.184 -3.898 2.204
C 0.017 -3.143 1.837
N 0.956 -2.551 1.551
H -1.442 -1.233 3.145
H -3.175 -1.308 3.433
H -2.087 -2.347 4.357
H -2.606 -2.519 1.341
H -3.283 -3.606 2.538
H -1.342 -4.663 1.443
H -0.994 -4.402 3.152
C 3.563 -1.050 5.953
C 4.627 -0.321 6.763
C 5.935 -0.132 5.987
C 6.512 -1.424 5.604
N 6.943 -2.442 5.304
H 3.885 -2.060 5.693
H 2.639 -1.138 6.524
H 3.338 -0.515 5.030
H 4.826 -0.874 7.683
H 4.252 0.661 7.057
H 6.667 0.404 6.591
H 5.761 0.447 5.079
```

Mulliken population analysis, charges in e, atoms 1 to 2:
1 C -1.3707
2 C 0.1714

Here is a molecular structure, C33H53N6OP2PrS in a non-equilibrium geometry from the Open Molecules 2025 dataset. Energies are from ωB97M-V with the def2-TZVPD basis set.

⟨S²⟩: 2.00
net charge: +2
spin multiplicity: 3
relative energy (zero: lowest compared OMol25 entry of this formula, charge and spin): 0.0 kcal/mol
E_tot: -3290.50124 a.u.

```
97
C33H53N6OP2PrS | the Open Molecules 2025 dataset | ωB97M-V with the def2-TZVPD basis set
Pr 0.831 -1.236 -1.214
C 0.702 -5.352 -1.393
C 1.611 -4.119 -1.285
C 2.138 -3.508 -2.454
C 1.563 -3.901 -3.779
C 3.160 -2.532 -2.316
C 3.935 -1.954 -3.463
C 3.471 -1.948 -1.009
C 4.427 -0.797 -0.871
C 3.100 -2.689 0.143
C 3.900 -2.593 1.423
C 2.064 -3.719 0.035
C 1.664 -4.507 1.261
H 0.590 -5.652 -2.434
H -0.299 -5.250 -0.949
H 1.225 -6.156 -0.872
H 1.546 -2.978 -4.399
H 0.514 -4.277 -3.661
H 2.142 -4.654 -4.337
H 5.013 -2.071 -3.247
H 3.711 -0.886 -3.562
H 3.670 -2.492 -4.421
H 4.152 0.103 -1.460
H 5.452 -1.077 -1.108
H 4.446 -0.385 0.149
H 3.343 -2.541 2.361
H 4.520 -1.688 1.472
H 4.575 -3.474 1.486
H 2.316 -5.355 1.411
H 0.633 -4.881 1.183
H 1.755 -3.926 2.180
C -1.027 3.626 -1.575
P -1.609 2.022 -0.862
C -1.740 2.517 0.862
N -2.889 3.101 1.264
C -3.117 3.317 2.558
C -4.219 4.059 3.043
C -4.381 4.197 4.400
C -3.572 3.572 5.335
C -2.489 2.825 4.892
C -2.208 2.804 3.521
N -0.966 2.416 3.118
C -0.749 2.217 1.826
P 0.840 1.522 1.354
C 1.590 2.890 0.369
C 2.018 1.717 2.912
C 1.540 0.979 4.157
C 3.426 1.206 2.574
C 2.082 3.231 3.192
C -3.398 1.924 -1.614
C -4.201 0.773 -0.878
C -3.379 1.561 -3.125
C -4.151 3.254 -1.547
H -0.926 4.416 -0.799
H -1.653 3.953 -2.461
H 0.009 3.421 -1.907
H -4.922 4.510 2.315
H -5.142 4.893 4.781
H -3.773 3.675 6.418
H -1.763 2.366 5.544
H 2.661 3.003 0.654
H 1.062 3.844 0.609
H 1.540 2.634 -0.727
H 1.311 -0.093 3.967
H 0.667 1.525 4.619
H 2.352 1.038 4.909
H 3.436 0.153 2.227
H 4.117 1.191 3.454
H 3.899 1.779 1.779
H 1.042 3.601 3.324
H 2.595 3.808 2.429
H 2.679 3.446 4.092
H -3.557 -0.104 -0.754
H -5.104 0.485 -1.510
H -4.530 1.047 0.149
H -3.006 0.522 -3.297
H -2.715 2.250 -3.706
H -4.417 1.683 -3.529
H -4.157 3.743 -0.545
H -5.207 3.051 -1.780
H -3.856 3.960 -2.310
O 0.537 -0.623 -3.447
S 0.908 0.868 -3.258
N 1.597 1.116 -1.911
N -3.499 -2.951 -2.561
C -2.984 -2.661 -3.842
C -1.714 -2.189 -3.643
N -1.469 -2.138 -2.239
C -2.534 -2.676 -1.663
H -4.369 -3.453 -2.300
H -3.475 -2.891 -4.743
H -0.970 -1.854 -4.351
H -2.731 -2.887 -0.621
N -0.192 -1.669 1.254
H -0.821 -2.450 1.306
H -0.757 -0.845 1.465
H 0.561 -1.733 1.963
```

Mulliken population analysis, charges in e, atoms 1 to 2:
1 Pr 1.0290
2 C -2.0188

Here is a molecular structure, C33H54AgN4P from the Open Molecules 2025 dataset. Energies are from ωB97M-V with the def2-TZVPD basis set.

net charge: +2
spin multiplicity: 1
E_tot: -1996.73887 a.u.

```
93
C33H54AgN4P | the Open Molecules 2025 dataset | ωB97M-V with the def2-TZVPD basis set
Ag -0.491 -0.406 -1.120
N -1.056 -1.922 -2.969
C 0.142 -2.444 -3.575
C 0.111 -3.595 -4.324
C 1.274 -4.130 -4.897
C 2.475 -3.503 -4.719
C 2.549 -2.314 -3.965
C 3.767 -1.636 -3.757
C 3.781 -0.506 -2.982
C 2.574 -0.059 -2.427
N 1.411 -0.648 -2.610
C 1.372 -1.771 -3.373
H -1.529 -1.308 -3.630
H -1.685 -2.708 -2.820
H -0.829 -4.109 -4.468
H 1.213 -5.043 -5.470
H 3.385 -3.906 -5.136
H 4.664 -2.015 -4.226
H 4.694 0.040 -2.804
H 2.568 0.833 -1.813
C -2.448 0.755 5.059
C -2.892 -0.520 4.335
C -2.262 -0.627 2.937
C -0.879 0.025 2.931
C -1.054 1.541 3.122
C -2.232 1.878 4.052
P 0.053 -0.355 1.356
C 0.654 -2.117 1.474
C -0.415 -3.026 0.848
C -0.035 -4.486 1.042
C -0.077 -4.861 2.532
C 0.144 -3.644 3.440
C 1.139 -2.660 2.830
C 1.636 0.643 1.396
C 2.447 0.706 2.698
C 3.355 1.948 2.713
C 3.821 2.305 1.306
C 2.632 2.802 0.481
C 1.348 2.050 0.861
H -1.519 0.577 5.603
H -3.201 1.045 5.790
H -3.978 -0.540 4.236
H -2.608 -1.386 4.934
H -2.887 -0.126 2.192
H -2.207 -1.678 2.660
H -0.296 -0.396 3.758
H -1.233 2.008 2.149
H -0.140 1.961 3.545
H -3.146 2.017 3.471
H -2.030 2.815 4.573
H 1.508 -2.110 0.781
H -0.498 -2.787 -0.225
H -1.391 -2.854 1.301
H 0.966 -4.645 0.635
H -0.724 -5.120 0.481
H 0.686 -5.612 2.732
H -1.042 -5.308 2.777
H 0.515 -3.982 4.408
H -0.803 -3.136 3.623
H 2.085 -3.185 2.680
H 1.334 -1.848 3.533
H 2.241 0.126 0.636
H 3.060 -0.194 2.771
H 1.800 0.734 3.575
H 4.215 1.756 3.353
H 2.821 2.802 3.133
H 4.271 1.429 0.836
H 4.581 3.084 1.344
H 2.845 2.692 -0.586
H 2.478 3.867 0.673
H 0.688 1.952 -0.015
H 0.819 2.618 1.624
C -1.183 3.963 -3.450
C -0.513 2.711 -2.842
N -1.512 1.854 -2.218
C -2.169 2.584 -1.143
C -2.859 3.851 -1.692
N -2.636 3.894 -3.157
C -3.224 2.691 -3.788
C -2.493 1.454 -3.217
H -1.044 4.005 -4.531
H -0.781 4.882 -3.024
H 0.218 2.994 -2.084
H 0.008 2.134 -3.608
H -1.414 2.846 -0.401
H -2.891 1.920 -0.666
H -2.451 4.758 -1.247
H -3.931 3.832 -1.498
H -3.093 4.727 -3.538
H -3.107 2.762 -4.870
H -4.292 2.664 -3.569
H -1.967 0.924 -4.013
H -3.203 0.768 -2.752
```

Mulliken population analysis, charges in e, atoms 1 to 2:
1 Ag 0.1044
2 N -0.3527

The highest E_tot belongs to which entry?
C33H54AgN4P